16
Properties=species:S:1:pos:R:3:forces:R:3:lowdin_charge:R:1 method="wB97M-V/def2-TZVPD" total_energy_ev=-21696.883 homo_ev="-9.697 / -8.718" lumo_energy_ev="-1.456 / -2.877"
H -0.146667 2.070617 -0.406079 0.105 -1.182 0.352 0.0880
I -4.680510 0.046668 -0.037005 0.637 -0.346 0.040 -0.0766
P -1.294420 -1.774727 0.136136 -0.406 1.119 -0.820 0.8532
H -1.409457 -1.995664 -1.325339 0.177 0.437 1.085 -0.1139
H -0.501041 0.552534 2.126818 -2.069 1.315 1.317 0.0323
C 0.262358 0.134703 1.593581 3.283 -1.548 -1.410 -0.1451
H 0.708038 -0.685798 2.218148 -0.704 0.225 -0.778 0.0879
H 1.141039 0.824640 1.510433 -0.925 -0.109 0.074 0.0914
H 1.553380 -1.899677 -0.083366 -0.650 2.189 -0.106 0.0939
C -0.129724 -0.251522 0.134644 0.652 -0.104 -0.554 -0.8253
H 1.932779 -0.082936 -0.608469 -0.327 -0.973 0.550 0.0830
C -0.690469 1.102583 -0.555311 1.061 -0.959 -0.830 -0.1023
H 1.041489 -1.209053 -1.621093 -0.456 0.623 1.253 0.0717
H -0.919869 1.088676 -1.643101 0.501 -0.645 0.512 0.0779
C 1.155647 -0.893013 -0.528957 0.630 -0.566 -1.522 -0.1882
H -1.639695 1.201022 -0.126426 -1.509 0.524 0.838 -0.0279

10
Properties=species:S:1:pos:R:3:forces:R:3:lowdin_charge:R:1 method="wB97M-V/def2-TZVPD" total_charge=+1 total_energy_ev=-83419.818 homo_ev="-13.463 / -14.154" lumo_energy_ev="-4.166 / -6.670"
N -1.037812 -0.026411 0.821554 -3.009 -1.491 -3.200 0.1361
H -2.350557 -2.385409 -2.589038 -0.019 -0.024 0.002 0.0360
H -1.846372 -0.458317 0.238931 1.946 1.116 1.319 0.1622
Br 2.188696 0.044791 -2.159072 -0.533 0.064 0.465 0.3262
H -1.305420 0.168107 1.735721 -0.039 0.494 1.969 0.1120
H 2.030680 0.900874 0.537046 0.792 0.178 -0.957 0.0646
P 0.087669 -0.124854 -1.563620 0.183 -0.024 -0.900 0.5790
C 0.068843 0.283673 0.209979 2.857 -0.212 0.716 -0.6926
N 1.149059 0.669480 0.911689 -2.188 -0.245 -0.499 0.1572
H 1.015214 0.928067 1.856811 0.009 0.144 1.086 0.1192

52
Properties=species:S:1:pos:R:3:forces:R:3:lowdin_charge:R:1 method="wB97M-V/def2-TZVPD" total_energy_ev=-43571.320 smiles="O=C1OCCO1.O=C1OCCO1.O=C1OCCO1.O=C1OCCO1.CCO.O" homo_ev=-10.634 lumo_energy_ev=-0.061
O -0.320351 4.046008 1.964667 0.061 0.629 -0.617 0.0557
H -0.267328 0.446803 -0.592908 0.110 0.027 0.080 0.0749
O -1.510723 2.291628 2.519008 -1.048 -0.372 0.527 0.0533
C 0.082546 -1.023162 0.959280 0.186 0.811 0.983 -0.3037
H 0.224003 -2.089881 1.164509 -0.164 -0.136 -0.560 0.1083
C -0.239876 -0.631240 -0.459566 -0.430 -1.165 -0.587 -0.0499
H -0.707454 -0.701832 1.648865 -0.191 -0.030 -0.214 0.1083
O 0.913894 5.772484 -1.420491 -0.211 0.264 -0.016 0.1762
H -0.154688 2.021857 -2.798349 0.579 0.179 0.321 0.1198
O -3.043020 -3.470326 -0.370449 -0.533 -0.324 -0.249 0.0735
O 0.585987 5.026833 -3.515171 0.222 0.188 -0.326 0.0657
H -1.187504 -1.061124 -0.804195 -0.220 0.218 0.386 0.0663
O 1.284156 -0.328877 1.324358 0.064 0.082 0.029 -0.1128
H 0.441865 -1.112209 -1.161814 0.376 0.468 0.038 0.0599
H 0.938542 3.276104 -4.613163 0.286 0.285 0.157 0.1268
H 1.316383 -0.232320 2.293151 0.231 -0.252 -0.537 0.0165
O -0.234816 3.889219 -1.792519 0.237 -0.652 0.020 0.0656
O -1.919763 -4.185244 1.458303 0.508 -0.501 -0.247 0.1653
O -3.074597 -2.296660 1.517972 -0.233 0.325 -0.091 0.0519
H 1.661175 -1.823388 3.674890 0.024 0.117 0.055 0.0643
H -3.417988 -1.677628 -1.298424 0.048 -0.234 -0.281 0.1147
C -2.612069 -3.403233 0.902107 -0.118 0.247 0.479 -0.5966
H 3.045049 -1.345184 -1.153818 0.108 -0.059 -0.124 0.1359
H -0.629066 4.024996 -4.865624 0.023 0.253 0.030 0.1252
C -1.562488 3.536627 1.966982 0.504 -0.325 0.676 -0.5739
C 3.831643 -3.342026 -0.507176 0.796 0.886 0.525 -0.1158
C -0.247197 2.080941 3.088191 2.051 -0.762 -2.095 -0.1251
H -3.932362 -0.638755 0.612700 -0.063 0.064 0.405 0.1322
H 0.973012 2.659066 1.193102 -0.221 -0.713 0.124 0.1278
H 1.871259 -2.502500 -0.446027 -0.090 0.367 -0.200 0.1012
O 2.502941 -2.986069 -2.335305 -0.275 0.565 -0.424 0.0609
C 0.136240 3.824213 -4.119377 -0.036 -0.597 0.431 -0.1119
C -4.093245 -1.708235 0.718398 -0.240 0.041 -0.144 -0.1153
H 4.798990 -2.832557 -0.579963 0.193 -0.495 -0.260 0.1283
H 1.451232 3.358322 2.763104 0.092 0.205 -0.330 0.1297
H 2.191243 -0.946970 4.810679 -0.064 0.113 -0.078 0.0639
H -4.888302 -2.629340 -1.075515 0.184 -0.678 -0.053 0.1309
C 2.761721 -2.387845 -1.066449 -0.434 -1.661 0.907 -0.1094
H -1.533259 3.036358 -3.108356 -0.078 -0.190 0.390 0.1253
C -3.926615 -2.379114 -0.637474 0.497 0.963 0.016 -0.1167
C 0.444805 4.984060 -2.170224 0.670 0.044 0.068 -0.5734
C 0.620100 2.976063 2.170123 -0.262 1.056 1.729 -0.0802
H 3.733665 -3.647019 0.532905 -0.400 0.111 -0.052 0.1288
O 1.780600 -0.901608 3.939552 0.026 -0.326 0.280 -0.0395
H -0.112304 2.294591 4.146166 -0.564 0.435 0.016 0.1372
C -0.456840 3.058403 -2.919284 -1.662 0.175 -1.036 -0.1192
O 3.133864 -4.829706 -3.448557 -0.403 -0.158 0.010 0.1693
H -5.064611 -1.932535 1.155410 0.008 0.164 0.171 0.1309
C 3.107308 -4.180642 -2.455810 0.665 -0.033 -0.376 -0.5782
O 3.766323 -4.504510 -1.321679 -0.050 0.422 0.055 0.0700
H 0.100416 1.070486 2.902069 -0.587 -0.287 0.285 0.0834
O -2.562496 4.056678 1.611195 -0.170 0.246 -0.298 0.1735

64
Properties=species:S:1:pos:R:3:forces:R:3:lowdin_charge:R:1 method="wB97M-V/def2-TZVPD" total_charge=+1 total_energy_ev=-30971.900 homo_ev=-10.733 lumo_energy_ev=-5.162
H 0.360412 3.753978 0.219690 0.041 -0.018 -0.024 0.0669
C 5.718176 -1.382937 5.328408 -0.648 0.679 0.079 -0.1411
H -1.660327 4.179778 -1.190555 0.027 0.115 -0.013 0.1149
C 3.672342 1.168611 4.368941 0.374 -0.347 0.150 0.0211
H -2.779764 -2.025901 4.987435 -0.042 -0.173 0.033 0.1264
N -0.171116 3.854060 1.074913 0.169 -0.698 0.237 -0.0206
C -1.311704 4.727272 0.862866 -0.143 0.567 -0.007 -0.3179
H 2.284556 2.763342 4.587404 0.013 0.182 0.116 0.1224
H -5.311425 -1.875788 6.080386 -0.155 0.046 -0.087 0.1152
H -6.145717 0.013030 2.659299 -0.297 0.004 -0.176 0.1060
C -1.273121 0.899054 4.147685 0.402 0.184 0.080 -0.1912
H 7.717054 -2.262801 5.383493 -0.249 0.087 -0.170 0.1085
H -0.970681 5.746378 0.645900 -0.235 0.134 -0.121 0.1118
H -3.137526 6.154547 -0.651742 -0.014 -0.122 -0.077 0.1107
H -5.242880 5.269139 -1.707735 0.094 0.001 0.070 0.0721
C -2.226842 4.241516 -0.254828 0.035 -0.160 0.029 -0.2322
N 5.180844 -0.759689 4.081566 0.355 -0.342 -0.118 -0.1088
C -3.459540 5.124048 -0.454854 0.186 0.224 0.226 -0.2804
H 7.868524 -2.233247 3.040384 -0.261 0.069 0.115 0.1082
C -2.443847 1.622563 3.810415 0.184 0.038 0.061 0.0168
C -7.192818 -1.883565 4.919237 0.063 -0.086 -0.061 -0.1465
C 5.902340 -1.293962 2.890022 -0.770 0.376 0.053 -0.1438
H 6.448362 -3.452642 5.270083 -0.091 0.325 -0.140 0.1077
H -0.029476 2.614123 4.071937 0.001 0.354 -0.069 0.1249
H 6.160350 -0.600226 5.956182 0.091 -0.215 -0.014 0.1104
C -1.433485 -0.432754 4.597141 0.013 0.063 0.070 -0.0042
C -3.671242 1.017132 3.796871 -0.091 -0.253 -0.199 0.0205
C -7.217081 -1.773881 3.369785 0.049 -0.085 0.070 -0.1456
H -6.033256 -0.280368 5.880545 -0.162 -0.044 0.073 0.1157
C 6.839565 -2.417490 3.371418 0.047 -0.046 -0.003 -0.1525
C -2.664832 -1.017598 4.626545 -0.245 -0.106 0.302 0.0200
H -4.017270 5.181342 0.488502 -0.001 -0.095 -0.077 0.1062
C 6.743795 -2.456180 4.916022 0.082 0.038 -0.019 -0.1516
H 4.888955 -1.813735 5.900275 0.066 -0.038 -0.022 0.1119
H -4.723020 3.621768 -1.373186 -0.008 -0.045 0.037 0.0699
C 1.274705 0.936312 4.065545 0.114 -0.052 -0.153 -0.1912
H 6.458047 -0.470861 2.424924 0.001 -0.170 0.033 0.1124
H -2.537395 3.211664 -0.047270 -0.020 0.020 0.103 0.1099
C -4.365453 4.632793 -1.572904 -0.077 -0.025 -0.087 -0.1176
C 1.494773 -0.404444 3.665324 -0.164 0.192 -0.065 -0.0017
H -5.410710 -1.501864 2.134172 -0.105 0.076 0.165 0.1209
H 0.668452 -0.998701 3.314038 -0.081 -0.081 -0.037 0.1157
H 0.462390 4.220880 1.776780 -0.078 0.133 -0.155 0.0587
H -7.245378 -2.931456 5.240928 0.087 0.268 -0.159 0.1090
C -3.805739 -0.328506 4.185703 -1.411 -0.525 -0.099 -0.1731
H -0.587165 -0.970815 4.985060 0.125 -0.104 0.031 0.1162
H -1.881252 4.797699 1.796213 -0.011 -0.085 -0.018 0.1021
C 2.756435 -0.934147 3.636401 0.327 0.039 -0.096 0.0173
H -2.358852 2.668579 3.566645 0.052 0.195 -0.152 0.1170
H 4.530546 1.768430 4.617560 0.167 0.095 0.056 0.1243
H -4.555910 1.573191 3.534808 -0.095 0.102 -0.106 0.1215
C -5.871479 -1.242228 5.382441 0.740 0.183 0.011 -0.1378
H 6.565638 -3.386748 2.936228 -0.105 0.288 0.129 0.1070
H -3.835383 4.602553 -2.525936 0.041 0.024 -0.006 0.0735
H -7.235855 -2.770439 2.910661 0.105 0.256 0.164 0.1092
N -5.060447 -0.998476 4.158122 0.125 -0.486 -0.092 -0.1030
C 3.875373 -0.179753 4.025710 0.864 -0.604 0.156 -0.1786
C 2.419048 1.717448 4.362935 -0.525 -0.027 -0.102 0.0065
H 5.179966 -1.646310 2.145411 0.080 -0.062 0.005 0.1085
C -5.939567 -1.017069 2.963761 0.570 0.705 0.143 -0.1467
H -8.117513 -1.259212 3.010567 0.320 -0.044 0.126 0.1106
H 2.909762 -1.948741 3.314039 0.012 -0.246 -0.072 0.1250
H -8.058963 -1.385109 5.374225 0.338 -0.028 -0.132 0.1104
C -0.010037 1.537713 4.092678 -0.276 -0.653 0.005 0.1221